The following is a quantum chemistry calculation of a structure of composition C27H35BNO2 in a non-equilibrium geometry, from the Open Molecules 2025 dataset.

Output
2S+1: 1
Net charge: +1
Lowest unoccupied orbital energy, eV: -2.80
Largest force on an atom, eV/Å: 2.84
Calculated total energy, eV: -34819.515

CARTESIAN COORDINATES (ANGSTROEM)
B -1.606 1.889 -1.191
C 2.886 0.175 3.767
C -0.710 3.960 -1.336
H -3.568 -6.214 -2.298
H 1.645 0.437 5.489
H 0.555 -7.577 -3.431
H 1.006 1.037 -2.105
C -1.436 -6.367 -2.031
C -0.310 6.141 -2.187
H 1.006 1.606 0.333
C -0.815 3.255 1.010
C -1.254 5.888 -3.183
H -0.609 2.375 1.625
H 2.532 1.810 -1.646
C -0.023 5.156 -1.224
H 0.304 -8.468 -1.887
C 1.655 0.100 4.458
H -2.276 4.157 2.232
H -2.131 2.678 -2.321
H 1.829 -0.893 0.711
H -0.960 -0.194 1.227
C 1.784 -0.663 1.775
C -1.929 4.666 -3.258
H -0.394 -9.105 -3.424
C 0.938 2.409 -0.404
H 5.077 1.500 2.859
O 3.941 0.703 4.445
H 0.213 7.102 -2.143
C -0.148 -8.203 -2.860
C 5.182 0.841 3.732
C -0.606 -2.135 0.690
C 2.947 -0.258 2.422
H 1.326 2.739 -2.520
H 0.359 -2.293 0.224
C -2.696 -5.731 -1.869
N -0.499 2.849 -0.405
H -1.506 -1.310 2.453
H -3.748 -4.067 -1.014
C -1.712 -2.793 0.251
C -0.264 -5.766 -1.515
C -2.783 -4.555 -1.163
H 0.719 5.332 -0.425
H -1.084 1.041 -1.854
C 0.521 -0.323 3.803
C -1.624 -3.975 -0.581
C -2.224 3.756 1.215
H -1.492 6.635 -3.933
H -2.980 2.970 1.127
C -1.634 3.696 -2.314
C -0.370 -4.583 -0.814
H 0.533 -4.146 -0.388
C 0.580 -0.728 2.471
H 3.895 -0.209 1.876
O -1.423 -7.546 -2.698
H -0.094 4.040 1.269
H -2.625 1.800 -0.564
H -2.677 4.422 -4.014
H 5.559 -0.139 3.410
C -0.685 -1.084 1.744
C 1.454 1.972 -1.753
H -2.706 -2.405 0.482
H -2.484 4.575 0.541
H 5.850 1.286 4.471
H 1.515 3.266 -0.035
H 0.717 -6.232 -1.640
H -0.441 -0.302 4.319

The following is a quantum chemistry calculation of a cluster of 8 separate species, C35H56Cl6F24O3 in total in a non-equilibrium geometry, from the Open Molecules 2025 dataset.

Output
2S+1: 1
Structure (SMILES): FC(F)C(F)(F)COC(F)(F)C(F)F.FC(F)C(F)(F)COC(F)(F)C(F)F.FC(F)C(F)(F)COC(F)(F)C(F)F.ClC(Cl)Cl.ClC(Cl)Cl.CCCCCC.CCCCCC.CCCCCC
Lowest unoccupied orbital energy, eV: 0.38
Largest force on an atom, eV/Å: 5.31
Calculated total energy, eV: -183698.360

CARTESIAN COORDINATES (ANGSTROEM)
C -1.051 1.162 -4.231
F 2.575 2.380 4.934
C -0.619 3.032 7.057
H -1.583 -1.975 1.098
H 2.702 -4.943 0.203
O 0.707 3.444 5.053
H -1.459 4.868 6.415
F -2.627 3.096 2.786
C 0.112 2.441 5.844
C -1.193 -2.584 -5.762
C 5.674 -0.678 -1.700
Cl 1.626 2.682 -0.164
C -0.595 -4.109 4.440
H -7.344 2.846 1.977
C -2.378 -3.432 -6.209
C -1.614 -4.790 -2.746
C 1.036 -3.610 -0.162
H 3.162 -2.011 0.991
H 2.930 -3.787 -1.081
C 1.298 6.349 -0.483
F -1.538 4.354 1.485
H 0.434 -4.157 4.796
F -1.950 5.605 3.897
H 0.869 1.785 6.273
C -1.223 -2.062 3.305
H -1.280 0.879 -3.204
H 2.794 4.760 4.045
H 0.448 -4.058 0.638
C 3.737 -2.031 -3.843
C 6.844 -0.073 -2.454
H -3.168 -2.890 -6.729
C -3.752 4.256 0.967
F -6.148 5.370 0.107
C 4.270 -0.182 -2.125
C -0.630 -6.315 3.224
H 4.634 -0.033 -4.260
H -1.583 -3.653 -0.950
F -2.519 -2.287 3.552
H 3.130 -3.358 -5.583
F -7.386 4.693 2.611
H 0.036 0.073 -5.740
H 4.487 -3.058 0.717
H -1.622 -5.794 -2.323
F 0.226 3.850 7.719
Cl 0.735 0.018 -0.999
H 2.955 -0.081 -3.756
H 7.823 -0.196 -1.990
C -1.191 -1.355 1.904
H 0.500 -5.277 -1.436
Cl 0.307 6.825 0.866
F -6.138 3.189 -0.490
C -1.676 -1.199 -5.181
H 3.665 -1.741 -5.958
C -1.861 3.914 6.756
H 0.442 2.530 -5.255
H 0.869 5.434 -0.891
F -2.625 -5.458 4.103
H -3.848 5.367 3.439
H -3.675 5.234 0.492
F -8.581 3.921 0.994
H 6.718 1.002 -2.578
C -7.352 3.850 1.551
H -1.199 -7.245 3.207
C 3.094 -2.325 -5.236
F 3.189 3.762 2.460
H -0.968 -4.983 -3.603
F -0.898 2.082 7.894
Cl 2.977 5.975 0.038
C 1.679 2.976 4.179
F -0.761 -1.292 4.336
C 0.094 2.242 -4.263
H 0.170 -0.697 -4.212
C -1.267 -5.443 4.330
H -2.761 -3.866 -5.286
F 1.389 4.918 2.668
H -0.500 -2.323 -6.562
C 0.447 -4.190 -1.504
H -2.168 -1.371 -4.223
C -0.547 -0.190 -4.858
F 0.534 -6.789 3.418
H 1.028 -3.926 -2.388
O -0.618 -3.307 3.240
F -1.123 -5.970 5.546
H 4.696 -2.548 -3.833
H -2.355 -0.645 -5.830
F -1.826 -0.205 1.963
C -2.867 5.450 2.973
H -0.583 1.804 5.297
H 0.101 1.207 0.873
F 1.185 2.046 3.407
H -2.640 -4.498 -2.970
F -2.680 3.374 5.851
Cl 1.279 7.623 -1.697
F -2.998 6.640 2.264
O -4.996 3.838 1.363
H 4.248 0.908 -2.093
C 3.412 -3.067 0.892
H 0.837 -2.539 -0.109
H 5.728 -1.762 -1.597
C 2.533 -3.902 -0.072
H -0.578 -3.192 -5.098
H 6.925 -0.510 -3.449
H -3.497 3.528 0.197
H 3.189 -3.495 1.870
C 2.248 4.145 3.330
C -2.694 4.224 2.086
F -2.539 4.116 7.874
H 0.882 1.911 -3.587
C -6.161 4.103 0.549
H -1.899 1.608 -4.751
F 0.027 -1.042 1.602
H 3.105 -2.424 -3.046
C 0.308 1.490 -0.159
H -1.069 -3.540 5.240
H 3.510 -0.476 -1.401
H -0.883 -2.818 -2.354
H -2.041 -4.184 -6.922
H 2.041 -2.043 -5.219
H -0.212 3.153 -3.748
H 5.693 -0.463 -0.631
C -0.952 -3.772 -1.831
C 3.939 -0.513 -3.572
Cl -1.146 2.173 -0.836
F -0.602 -5.774 2.042

The following is a quantum chemistry calculation of an isolated molecule of C24H33N7O3 in a non-equilibrium geometry, from the Open Molecules 2025 dataset.

Output
2S+1: 1
Structure (SMILES): Cn1c(=O)c2c(nc(CN3CCN(c4ccccc4)CC3)n2CCN2CCOCC2)n(C)c1=O
Lowest unoccupied orbital energy, eV: 0.59
Largest force on an atom, eV/Å: 1.45
Calculated total energy, eV: -41997.994

CARTESIAN COORDINATES (ANGSTROEM)
N -0.393 0.037 -1.722
H -4.346 -2.414 -0.499
C 0.249 0.156 -0.543
H -2.705 -4.079 -1.315
H -2.845 2.447 1.698
H -1.113 3.409 -0.089
H 2.176 2.690 1.755
C 2.185 2.178 2.704
H 2.433 0.308 -6.537
C -0.313 3.463 1.931
H 2.308 0.275 6.042
C 1.003 2.004 3.432
H 2.427 -1.449 -6.326
H -3.732 -0.840 0.075
N -1.290 1.507 0.743
H 0.336 0.336 1.540
H -2.087 2.296 3.939
C 3.016 -0.293 -3.998
C -1.436 1.773 3.223
C -3.505 -1.906 0.006
C -3.349 -2.491 1.411
O 4.064 -0.379 -4.599
H -0.974 -3.496 1.145
N 2.983 -0.132 -2.630
H 4.742 0.884 -2.131
C 1.786 -0.039 -1.994
C 1.079 1.311 4.646
C -2.184 1.596 1.880
H -1.664 -1.995 -2.730
N -2.266 -2.083 -0.734
C -0.442 0.319 0.764
C 2.279 0.804 5.100
C -0.543 2.753 0.580
H -2.579 -1.925 1.962
H 0.580 4.087 1.899
C 0.516 -0.268 -4.101
H 0.191 1.188 5.249
C 3.442 0.980 4.369
H -1.994 0.479 -2.933
H -3.327 -1.453 -2.463
H -0.979 -3.616 -1.306
C 0.584 -0.103 -2.683
H 4.874 -0.880 -2.186
C 1.890 -0.529 -6.099
N 1.566 0.125 -0.673
H -2.305 0.553 -1.170
C -2.311 -1.448 -2.041
C -1.810 0.000 -1.969
H 3.990 -0.094 -0.839
H -1.089 -0.548 0.920
H -4.293 -2.438 1.957
H -2.799 0.694 1.919
H 0.408 2.521 0.099
H -1.193 0.792 3.634
H 4.379 0.584 4.727
H -1.595 -5.097 0.640
N -0.211 2.518 3.014
H 4.279 1.817 2.587
C 4.229 -0.051 -1.898
C -1.931 -3.496 -0.786
C -1.798 -4.025 0.642
O -0.491 -0.333 -4.785
O -2.992 -3.850 1.368
H -1.165 4.116 2.154
C 3.383 1.674 3.173
H 0.876 -0.571 -6.491
N 1.795 -0.357 -4.659

The following is a quantum chemistry calculation of a structure of composition C46H48F5N5O2PReSSi in a non-equilibrium geometry, from the Open Molecules 2025 dataset.

Output
2S+1: 2
Net charge: -1
Lowest unoccupied orbital energy (spin up / spin down), eV: 1.13 / 1.62
Largest force on an atom, eV/Å: 2.55
Calculated total energy, eV: -103749.392

CARTESIAN COORDINATES (ANGSTROEM)
H -2.380 -3.041 3.433
C -0.058 0.573 4.362
F 3.385 1.486 -6.027
C 0.604 2.879 2.996
F 1.627 -0.082 -7.390
C 0.370 -0.367 -5.395
C 1.917 -1.926 -0.915
H -0.460 -4.692 -2.190
H -1.142 3.494 -4.344
H -2.096 -1.626 4.457
C 2.973 2.237 -0.358
C 1.109 0.652 -3.264
C -0.388 3.946 0.202
C -0.075 1.784 6.579
H -3.719 0.878 -0.256
H -3.637 1.469 -4.414
C 1.027 5.379 -1.149
C -5.590 -0.042 -0.793
H 3.625 2.346 -1.224
H -5.983 -3.194 -2.016
C -3.473 -1.131 -0.961
H 2.274 6.998 -1.820
H -3.862 0.091 2.126
H 0.429 -3.884 1.030
C 2.174 1.193 -4.030
C -4.125 -2.273 -1.450
H 2.629 1.211 -0.304
C 1.588 -4.094 -1.930
C -0.252 -3.707 1.863
Re -0.431 0.115 -0.283
C -0.151 5.145 -0.459
H -3.645 -1.840 3.650
C 0.211 -0.115 -4.050
C -4.222 -0.007 -0.618
C -2.100 -1.173 2.309
H -0.272 -0.349 4.893
N 6.103 -0.305 3.523
O -1.683 1.516 -1.161
H -1.239 -3.498 1.449
H 1.076 6.457 -2.997
H 0.570 7.435 -1.611
C 1.248 6.645 -1.934
H 2.946 4.553 -1.627
C -2.564 -1.970 3.532
H -6.180 0.831 -0.542
H 2.357 -3.000 2.248
H -2.077 2.772 0.814
C 2.858 -0.225 2.142
H -1.146 4.439 -2.846
C -2.791 0.198 2.323
C 0.222 -3.933 -1.823
H -4.731 2.653 -2.343
C 1.451 0.157 -6.077
C 2.431 -3.080 -1.483
H -3.926 3.353 -0.940
C 1.819 3.189 -0.447
H -1.999 0.836 -4.569
H 0.697 3.798 4.919
H 2.154 -2.128 3.776
H -0.314 -4.623 2.455
H 0.834 2.100 7.096
F -0.889 -0.611 -3.453
C -5.502 -2.307 -1.626
C 0.283 -2.566 2.736
C 0.542 -1.726 -0.784
H -2.665 0.688 3.289
S -2.964 -3.532 -1.758
H -0.358 0.801 6.956
O 1.011 0.890 -2.006
C 2.343 0.949 -5.375
C -1.684 3.778 0.951
C 0.591 2.943 0.189
H 0.912 3.781 2.485
C 1.723 -2.887 3.125
C 0.124 1.746 5.086
H 1.997 -4.992 -2.377
C -2.803 1.034 -3.856
N 0.333 1.702 0.855
C -1.021 3.436 -3.259
Si -2.252 2.227 -2.475
P -0.181 -0.915 1.954
C 0.491 2.883 4.373
C 0.325 1.724 2.242
H -3.136 0.073 -3.456
F 3.072 1.977 -3.408
C 5.047 -0.075 3.100
C -3.836 3.190 -2.016
H 1.717 -3.839 3.665
C 2.003 4.394 -1.113
H -0.286 -2.539 3.666
H -2.474 -1.705 1.431
N 3.884 0.276 2.645
H -7.301 -1.179 -1.430
H 3.559 2.448 0.539
C -6.227 -1.177 -1.300
H -2.420 4.494 0.585
N 1.879 -0.648 1.646
H -0.864 2.491 6.844
H 0.003 3.123 -3.044
H -2.371 0.862 1.560
H 3.504 -3.184 -1.596
C 0.033 0.557 2.982
F -0.530 -1.117 -6.046
N -2.101 -1.282 -0.868
C -0.287 -2.759 -1.268
C -1.693 -2.462 -1.247
H 2.595 -1.155 -0.580
H -1.546 3.946 2.022
H -3.846 4.169 -2.502
H -0.925 5.907 -0.445

The following is a quantum chemistry calculation of a cluster of 2 separate species, C8H12NOS2 in total in a non-equilibrium geometry, from the Open Molecules 2025 dataset.

Output
2S+1: 1
Net charge: +1
Lowest unoccupied orbital energy (spin up / spin down), eV: -7.38 / -7.38
Largest force on an atom, eV/Å: 4.73
Calculated total energy, eV: -33685.930

CARTESIAN COORDINATES (ANGSTROEM)
C -1.896 2.482 0.690
H 0.962 -2.521 -0.966
S -2.511 -2.630 0.694
H -0.556 -1.059 -1.932
H 0.991 -0.273 -1.992
H -0.873 3.743 -0.549
C -1.154 0.245 0.507
H -2.481 3.336 1.146
H 0.198 -1.990 0.383
H 0.311 1.938 -1.801
C -1.969 1.128 1.176
H 2.635 -0.368 -0.346
H 3.118 0.094 2.028
H -2.708 0.841 1.922
C 0.207 -0.547 -1.311
C 2.077 -1.086 0.168
O 3.037 -2.011 0.461
S 1.747 -0.048 1.815
H -2.781 -2.156 -0.618
H 2.646 -2.686 0.898
C -1.113 2.767 -0.416
N -0.464 0.566 -0.578
C -0.268 1.796 -0.957
C 0.845 -1.562 -0.421

The following is a quantum chemistry calculation of a cluster of 6 separate species, C14H20F3N5O2 in total in a non-equilibrium geometry, from the Open Molecules 2025 dataset.

Output
2S+1: 2
Net charge: -1
Lowest unoccupied orbital energy (spin up / spin down), eV: 2.62 / 2.64
Largest force on an atom, eV/Å: 5.16
Calculated total energy, eV: -34537.434

CARTESIAN COORDINATES (ANGSTROEM)
H 5.443 7.130 -6.839
C 4.107 10.655 -5.322
H 3.067 5.918 -14.660
H 5.875 7.661 -13.131
C 6.958 2.031 -9.312
H 2.111 5.660 -9.092
C 6.096 6.072 -10.451
F 3.485 11.548 -6.115
H 1.246 6.926 -8.415
N 4.482 9.592 -15.200
H 8.426 1.960 -7.833
H 5.996 6.596 -5.391
C 4.598 9.442 -6.185
C 2.836 6.620 -12.672
C 8.282 1.592 -8.848
C 5.090 9.180 -14.342
H 7.977 6.588 -6.707
H 5.588 6.204 -11.407
N 8.499 7.085 -10.238
H 9.031 1.943 -9.558
C 7.450 7.539 -6.627
N 5.933 2.320 -9.754
H 5.613 9.256 -12.385
H 1.860 4.995 -13.688
O 4.053 9.092 -7.255
N 3.304 7.083 -11.722
H 6.103 4.989 -10.323
C 5.964 8.737 -13.277
C 6.099 7.467 -6.037
H 8.406 0.509 -8.834
N 3.002 5.958 -5.944
F 3.249 10.050 -4.527
H 7.319 7.972 -7.618
H 8.116 8.101 -5.971
C 2.307 5.970 -13.881
H 1.592 6.705 -14.250
C 7.444 6.630 -10.353
H 5.453 6.451 -9.657
C 2.251 6.504 -8.416
C 2.683 6.202 -7.030
F 5.139 11.248 -4.742
O 5.579 8.713 -5.606
H 2.981 7.167 -8.879
H 6.965 9.085 -13.530